{
  "formula": "C2H8IN3",
  "method": "ωB97M-V with the def2-TZVPD basis set",
  "relative_energy_kj_mol": 29.0,
  "smiles": "I[N@H+]1CNC[NH2+]1",
  "charge": 2,
  "gap_ha": 0.2996,
  "energy_ha": -542.195669,
  "homo_energy_ev": -19.51,
  "symbols": ["I", "N", "C", "N", "C", "N", "H", "H", "H", "H", "H", "H", "H", "H"],
  "positions_angstrom": [[-1.1766, 2.1583, 1.7935], [-0.9553, 0.2817, 0.5196], [-0.5481, 0.5442, -1.0373], [0.8165, 0.3618, -1.0214], [1.0809, -0.7771, -0.2891], [0.0631, -0.6012, 0.9913], [-1.8933, -0.1437, 0.5425], [-0.8834, 1.5329, -1.3533], [-1.0823, -0.2399, -1.5864], [1.4232, 1.1700, -0.9239], [0.7439, -1.6952, -0.7806], [2.1098, -0.8774, 0.0600], [-0.2809, -1.5264, 1.2986], [0.5824, -0.1879, 1.7864]],
  "lowdin_charge": [1.043, -0.318, -0.107, 0.007, -0.027, 0.085, 0.143, 0.145, 0.159, 0.175, 0.159, 0.165, 0.211, 0.161]
}

---

{
  "formula": "C15H26NO",
  "method": "ωB97M-V with the def2-TZVPD basis set",
  "relative_energy_kj_mol": 1368.5,
  "charge": 1,
  "gap_ha": 0.3154,
  "energy_ha": -716.414302,
  "homo_energy_ev": -11.51,
  "symbols": ["C", "H", "H", "C", "H", "C", "C", "H", "H", "H", "H", "N", "H", "H", "C", "H", "H", "C", "O", "C", "C", "C", "C", "C", "C", "C", "H", "H", "H", "C", "H", "H", "H", "H", "C", "H", "H", "H", "H", "H", "H", "H", "H"],
  "positions_angstrom": [[-1.9270, -1.1452, -2.2314], [-1.9171, -2.1228, -2.8029], [-2.3764, -0.3361, -2.9401], [-2.4805, -1.2634, -0.9243], [-3.4848, -1.8950, -1.0859], [-2.7805, 0.0446, -0.1763], [-3.3564, -0.1432, 1.3512], [-4.2164, -0.5582, 1.0342], [-3.5375, 0.9704, 1.5456], [-2.5272, -0.6072, 1.8029], [-3.4639, 0.9466, -0.8083], [-1.5042, 0.9189, -0.3098], [-0.7025, 0.1001, 0.2976], [-1.0032, 0.8689, -1.1256], [-1.3774, 2.2137, 0.1286], [-1.7659, 2.2360, 1.4213], [-2.0058, 2.6685, -0.3039], [0.0260, 2.7370, 0.2548], [1.0213, 2.3366, 1.0737], [1.3049, 0.9709, 0.9932], [0.6294, -0.1133, 1.4655], [0.8999, -1.3403, 1.4763], [1.9871, -1.5855, 0.4220], [2.6070, -0.6361, -0.1211], [2.3455, 0.8260, -0.2807], [3.1834, 1.7901, -0.7104], [4.1804, 1.4230, -0.5896], [2.9251, 1.9715, -1.8015], [2.7715, 2.6868, -0.1353], [3.7854, -1.0604, -1.1984], [3.8204, -1.9830, -1.4808], [3.5506, -0.5559, -2.3531], [4.7456, -0.6397, -0.8727], [2.2342, -2.8544, 0.1400], [0.3290, -2.6170, 2.0740], [1.1221, -2.8035, 2.7875], [0.0488, -3.3238, 1.2186], [-0.4808, -2.1772, 2.9276], [-0.0238, 0.1934, 2.3732], [0.3423, 2.7839, -0.7481], [0.1111, 3.7824, 0.5577], [-2.0222, -1.7791, -0.0417], [-1.0173, -0.9291, -2.3034]],
  "lowdin_charge": [-0.124, 0.127, 0.147, -0.250, 0.179, -0.279, 0.030, 0.040, 0.099, 0.049, 0.215, -0.011, 0.247, 0.113, -0.131, 0.236, 0.023, -0.228, -0.062, -0.111, -0.190, -0.295, -0.039, -0.222, -0.132, -0.067, 0.095, 0.138, 0.132, -0.006, -0.028, 0.157, 0.072, 0.213, -0.035, 0.076, 0.110, 0.146, 0.181, 0.118, 0.162, 0.123, -0.022]
}

---

| no. | lowest unoccupied orbital energy (eV) | maximum force (eV/A) |
| --- | --- | --- |
| 1 | -11.36 | 1.79 |
| 2 | -2.93 | 15.78 |